[1]
Below is 14 unconnected molecules or ions with the total composition C21H70O14 in a non-equilibrium geometry, with properties calculated with ωB97M-V/def2-TZVPD.

Each line ends with the Mulliken charge.
Atoms and positions in Å:
C: -2.7356 -2.6838 -4.4264  -1.525
C: -1.7913 -1.6116 -3.9243  0.466
C: -2.3619 -0.8918 -2.7643  -1.033
O: -0.5732 -2.2693 -3.5342  -0.553
H: -3.0369 -3.3594 -3.5957  0.334
H: -2.2359 -3.3132 -5.1885  0.345
H: -3.6584 -2.3517 -4.9216  0.394
H: -1.5465 -0.9382 -4.7440  0.377
H: -3.1733 -0.3178 -3.0506  0.611
H: -1.6597 -0.1739 -2.2780  -0.037
H: -2.6738 -1.6638 -2.0428  0.258
H: 0.1073 -1.9854 -4.1525  0.227
C: 1.7688 0.7871 6.4482  -1.553
C: 1.6706 -0.3565 5.4385  0.377
C: 0.2778 -1.0117 5.2792  -0.807
O: 2.1564 0.0507 4.1074  -0.736
H: 1.7171 0.3793 7.4283  0.467
H: 0.9375 1.5102 6.4513  0.317
H: 2.6724 1.4104 6.3339  0.337
H: 2.4692 -1.0566 5.7698  0.286
H: -0.4160 -0.2274 5.0420  0.296
H: -0.0265 -1.4784 6.2387  0.472
H: 0.2550 -1.7571 4.5374  -0.040
H: 1.4756 0.6240 3.7139  0.347
C: -5.7490 2.6675 0.7847  -1.633
C: -4.3866 2.8150 0.0799  1.188
C: -4.1764 1.6450 -0.9235  -1.125
O: -4.3850 4.0678 -0.6196  -0.712
H: -5.9136 3.5319 1.4291  0.359
H: -5.7928 1.8269 1.4251  0.369
H: -6.4330 2.5072 -0.0511  0.381
H: -3.6266 2.8439 0.8434  -0.024
H: -4.8688 1.9298 -1.6921  0.607
H: -4.3342 0.6520 -0.4940  0.357
H: -3.1571 1.7230 -1.3662  -0.005
H: -3.5612 4.1272 -1.0452  0.303
C: -1.5672 -3.9476 2.3093  -1.051
C: -0.2694 -4.4763 1.7110  0.777
C: -0.3985 -5.6094 0.7760  -1.771
O: 0.3288 -3.3378 1.0543  0.020
H: -2.3661 -3.7797 1.5246  0.264
H: -1.4100 -2.9782 2.8225  0.056
H: -2.0263 -4.6856 2.9792  0.426
H: 0.3559 -4.7278 2.5369  0.350
H: 0.6281 -5.7852 0.3870  0.319
H: -1.0930 -5.4746 -0.0417  0.326
H: -0.7279 -6.4451 1.2995  0.505
H: 0.8332 -2.7907 1.6846  -0.055
C: 2.5039 2.3574 -3.3265  -1.090
C: 1.3756 3.1132 -2.7151  1.476
C: 1.1333 4.4664 -3.3305  -1.497
O: 0.1280 2.3818 -2.9468  -0.635
H: 3.4949 2.7855 -3.0556  0.462
H: 2.5103 2.3296 -4.4176  0.342
H: 2.6188 1.3411 -2.9587  -0.250
H: 1.5039 3.2022 -1.6364  0.076
H: 0.5468 5.1014 -2.6861  0.352
H: 0.6437 4.4558 -4.2946  0.353
H: 2.1235 5.0129 -3.3809  0.356
H: 0.2227 1.5075 -2.4882  0.048
C: 4.2461 -1.9907 -0.4867  -1.232
C: 4.0769 -1.4164 -1.8617  0.912
C: 4.9477 -2.0947 -2.8910  -1.479
O: 2.6892 -1.4187 -2.1365  -0.400
H: 3.6767 -1.4267 0.3019  -0.171
H: 5.2395 -1.9555 -0.0271  0.454
H: 3.8589 -3.0092 -0.4829  0.438
H: 4.3306 -0.3260 -1.8711  0.283
H: 5.9568 -1.8386 -2.5316  0.428
H: 4.7277 -1.7509 -3.9590  0.292
H: 4.9136 -3.2507 -2.6479  0.242
H: 2.2776 -2.2501 -1.7200  0.176
C: -1.4353 -0.5143 1.2073  -1.082
C: -0.1433 0.1522 1.5421  2.737
C: 0.3374 0.6883 0.1927  -0.962
O: -0.2767 1.1779 2.5385  -0.681
H: -2.2155 0.2958 1.0549  -0.151
H: -1.8274 -1.0184 2.1023  0.231
H: -1.4806 -1.1199 0.3244  0.268
H: 0.6071 -0.5253 1.9155  -1.138
H: 0.3047 -0.1025 -0.5356  0.301
H: 1.2816 1.1956 0.2422  0.403
H: -0.4124 1.4289 -0.0823  -0.246
H: -0.5642 1.9914 2.0642  0.325
O: 3.6048 1.4364 2.0785  -0.625
H: 3.9910 0.6421 1.6958  0.283
H: 3.2617 1.2388 2.9407  0.366
O: -3.2016 5.4863 1.6380  -0.674
H: -3.6530 5.4062 0.7461  0.353
H: -3.7287 6.1369 2.1407  0.269
O: -1.4654 3.8171 -0.8481  -0.569
H: -1.0345 3.7294 0.0099  0.356
H: -0.9200 3.2422 -1.4586  0.283
O: 1.2392 -3.2190 -1.6412  -0.562
H: 0.6084 -3.0936 -2.3522  0.496
H: 0.7954 -3.3249 -0.8106  0.256
O: 2.2976 -2.2089 2.5333  -0.615
H: 3.1844 -2.5103 2.2907  0.243
H: 2.4596 -1.3718 3.0258  0.330
O: 1.9676 -0.5446 -4.6266  -0.679
H: 2.1701 -0.7681 -3.6685  0.372
H: 1.5900 0.3515 -4.6138  0.323
O: -0.8537 3.9614 1.9774  -0.539
H: -0.1517 4.4217 2.4937  0.232
H: -1.6050 4.5816 1.8540  0.303

**HOMO-LUMO gap**: 10.11 eV
**ΔE to the lowest compared entry with this formula, charge and spin**: 20.6 kcal per mole
**HOMO energy**: -9.705 eV
**E_LUMO**: 0.01482 Eh
**Calculated total energy**: -51577.972 eV

[2]
Below is 16 unconnected molecules or ions with the total composition C21H74N12O16 in a non-equilibrium geometry, with properties calculated with ωB97M-V/def2-TZVPD.

Each line ends with the Mulliken charge.
Atoms and positions in Å:
C: -0.8410 -17.4170 -6.7590  -1.389
C: -0.1180 -16.9440 -8.0550  1.236
O: -0.7170 -15.7160 -8.3900  -0.690
H: -0.5720 -18.3950 -6.3610  0.315
H: -1.9070 -17.3960 -6.8330  0.241
H: -0.7140 -16.6640 -5.9190  0.350
H: -0.1390 -17.6560 -8.8090  -0.927
H: 0.9360 -16.8100 -7.8850  0.446
H: -0.1940 -15.2510 -9.0660  0.289
C: 0.0890 -20.2710 -16.6640  -1.606
C: 0.4850 -19.4950 -15.3380  0.829
O: 1.5480 -20.1260 -14.6390  -0.468
H: -0.5550 -21.1550 -16.5900  0.301
H: 0.9620 -20.6160 -17.1230  0.509
H: -0.5740 -19.6240 -17.3160  0.355
H: -0.4500 -19.4420 -14.8270  -0.297
H: 0.8170 -18.4740 -15.5350  0.082
H: 2.0170 -19.5020 -14.0380  0.175
C: -2.6760 -19.7290 -8.6220  2.779
C: -3.9720 -19.1960 -8.0570  -0.360
O: -4.5340 -20.1570 -7.2070  -0.600
H: -3.0210 -20.3320 -9.4670  -1.411
H: -2.1300 -20.3740 -7.9710  0.555
H: -1.9900 -18.9440 -9.0190  -1.317
H: -4.6620 -18.8860 -8.8450  -0.364
H: -3.8150 -18.3440 -7.3990  0.536
H: -5.1570 -19.6880 -6.6070  0.369
C: -3.6750 -16.4310 -9.8910  -0.422
C: -2.9080 -16.5190 -11.1780  0.657
O: -3.4960 -15.7170 -12.0850  -0.698
H: -3.0660 -17.1760 -9.2480  -0.306
H: -4.7080 -16.8820 -9.9910  0.048
H: -3.6780 -15.4580 -9.4480  0.446
H: -2.8160 -17.5640 -11.5380  -0.123
H: -1.9100 -16.1590 -10.8980  -0.138
H: -4.1810 -16.2200 -12.5590  0.495
C: -2.7520 -21.8250 -13.5610  0.521
C: -3.4450 -20.7120 -14.3230  -1.122
O: -2.8720 -19.4700 -14.0370  -0.492
H: -2.7800 -21.6520 -12.4660  -0.384
H: -1.7710 -21.8190 -14.0030  -0.091
H: -3.2930 -22.7880 -13.7670  0.365
H: -4.4880 -20.6370 -14.2980  0.422
H: -3.3570 -20.8910 -15.4000  0.422
H: -3.2940 -18.6910 -14.3860  0.212
C: 1.6620 -14.3970 -10.5460  0.176
O: 0.9360 -15.5730 -10.6210  -0.317
N: 1.5760 -13.3920 -11.3640  -0.363
N: 2.5880 -14.2480 -9.6280  -0.420
H: 1.0230 -13.4720 -12.2400  0.258
H: 2.2820 -12.5990 -11.3400  0.219
H: 2.5950 -15.0340 -8.9580  0.273
H: 2.8360 -13.3350 -9.2470  0.217
C: 3.2580 -18.5480 -9.6320  -0.258
O: 2.3570 -19.3350 -8.9370  -0.528
N: 4.5340 -18.8310 -9.7180  -0.321
N: 2.9980 -17.4940 -10.3780  0.319
H: 4.7940 -19.7120 -9.3060  0.527
H: 5.1050 -18.6080 -10.5780  0.236
H: 2.0620 -17.0900 -10.2780  -0.496
H: 3.7220 -16.8020 -10.6020  0.428
C: 4.3140 -22.4210 -9.1040  0.318
O: 4.8320 -23.5500 -8.4470  -0.787
N: 4.9940 -21.5020 -9.7310  -0.282
N: 3.0260 -22.1740 -8.9900  0.232
H: 6.0050 -21.5080 -9.8270  0.193
H: 4.5420 -21.0540 -10.5350  0.280
H: 2.4910 -22.8680 -8.4210  0.074
H: 2.6060 -21.4010 -9.4770  -0.257
C: -1.4690 -23.3470 -9.2820  0.430
O: -0.6810 -24.4070 -8.9580  -0.731
N: -2.5630 -22.9490 -8.6980  -0.301
N: -1.0720 -22.4530 -10.1090  0.402
H: -2.9820 -23.3610 -7.8300  0.393
H: -3.2550 -22.3620 -9.1320  0.009
H: -0.2410 -22.7150 -10.6820  -0.194
H: -1.5500 -21.5910 -10.4460  -0.777
C: 0.0900 -21.6200 -6.8590  -0.041
O: 1.0250 -21.3680 -5.8510  -0.838
N: -1.0390 -22.1940 -6.6570  0.079
N: 0.2450 -21.2040 -8.0560  1.918
H: -1.1320 -22.8280 -5.8710  0.330
H: -1.5490 -22.3730 -7.5690  -0.206
H: 1.0090 -20.5630 -8.2040  -0.177
H: -0.3180 -21.5200 -8.8440  -0.753
C: -5.6560 -18.8430 -11.8820  0.365
O: -5.3970 -18.0170 -13.0060  -0.734
N: -6.5530 -18.6100 -10.9850  -0.326
N: -4.9400 -19.8990 -11.6260  -0.091
H: -7.0240 -17.7410 -11.1810  0.279
H: -6.7730 -18.9680 -10.0360  0.230
H: -4.0830 -19.9340 -12.1960  -0.117
H: -4.9180 -20.4850 -10.7670  0.251
C: 3.8870 -21.3990 -12.7720  -0.967
O: 3.0920 -20.7190 -11.8020  0.817
H: 4.1010 -22.4410 -12.5450  0.403
H: 4.7590 -20.8050 -13.0150  0.311
H: 3.2070 -21.4520 -13.6440  0.226
H: 3.0140 -19.7740 -12.0010  0.004
C: 0.9620 -22.9090 -12.6740  -0.689
O: 1.6020 -23.2330 -11.4980  -0.698
H: 1.5770 -23.3590 -13.4450  0.419
H: 0.8190 -21.7890 -12.8210  0.095
H: -0.0170 -23.3920 -12.7140  0.487
H: 2.2870 -22.5790 -11.4220  0.037
C: 0.0460 -19.3940 -11.3060  -0.376
O: -1.2090 -19.7850 -11.6860  2.941
H: 0.1560 -18.3320 -11.2390  -0.133
H: 0.6680 -19.7220 -12.1820  0.084
H: 0.4320 -19.8960 -10.4430  0.100
H: -1.4820 -19.3880 -12.4520  -1.275
C: 2.7060 -17.1460 -13.6090  -0.834
O: 2.6790 -18.3180 -12.7730  -0.838
H: 2.1430 -16.3040 -13.2080  0.035
H: 2.2640 -17.2010 -14.5970  0.334
H: 3.6810 -16.8640 -13.8010  0.465
H: 2.9710 -17.9610 -11.9300  0.268
C: -0.7330 -16.6420 -13.7340  -0.065
O: -0.2600 -16.0610 -14.9230  -0.546
H: -0.3150 -16.0600 -12.9230  0.210
H: -0.5240 -17.6360 -13.5870  -0.554
H: -1.7990 -16.6120 -13.8020  0.472
H: -0.1510 -15.1470 -14.7230  0.397

**HOMO-LUMO gap**: 6.93 eV
**ΔE to the lowest compared entry with this formula, charge and spin**: 51.2 kcal per mole
**HOMO energy**: -7.674 eV
**E_LUMO**: -0.02732 Eh
**Calculated total energy**: -73612.165 eV

[3]
Below is 16 unconnected molecules or ions with the total composition C21H74N4O16 in a non-equilibrium geometry, with properties calculated with ωB97M-V/def2-TZVPD.

Each line ends with the Mulliken charge.
Atoms and positions in Å:
C: -0.6352 -0.0364 0.5508  0.032
C: 0.3657 -0.4209 -0.5651  0.709
O: 1.5846 0.1092 -0.1688  2.830
H: -0.2782 -0.5573 1.4348  -0.317
H: -1.5706 -0.3140 0.2681  0.775
H: -0.6554 1.0301 0.7281  -0.661
H: -0.0371 0.0434 -1.4398  -0.676
H: 0.4107 -1.5510 -0.6047  -0.025
H: 2.2555 -0.4534 -0.6247  -1.069
C: -5.3334 1.7654 0.6712  -1.382
C: -4.1957 1.9890 1.6904  0.075
O: -3.0400 2.1693 0.9293  -0.036
H: -5.1478 0.8738 0.1673  0.239
H: -5.3791 2.6214 -0.0412  0.296
H: -6.3635 1.6331 1.0920  0.362
H: -3.9600 1.2364 2.4399  0.223
H: -4.4149 2.8915 2.2418  0.311
H: -2.3776 2.6002 1.4505  0.170
C: -2.5146 -4.4615 0.8524  -1.105
C: -1.0302 -4.0347 0.9375  -0.056
O: -0.7808 -3.0710 1.9155  -0.294
H: -3.1054 -4.7173 1.7468  0.388
H: -2.4970 -5.3579 0.1833  0.315
H: -3.1226 -3.7705 0.3494  0.133
H: -0.5839 -3.8247 -0.0432  0.064
H: -0.4486 -4.8876 1.3925  0.390
H: -0.9426 -3.4004 2.7789  0.260
C: -1.5385 0.2946 4.3383  -1.162
C: -0.1581 0.7324 4.8231  0.073
O: -0.0614 2.1288 4.7447  -0.546
H: -1.4590 -0.8055 4.2422  0.352
H: -2.0028 0.6723 3.3808  -0.206
H: -2.2330 0.3326 5.0921  0.780
H: 0.4757 0.1609 4.1378  -0.142
H: 0.0036 0.4155 5.8785  0.456
H: 0.5951 2.3157 5.3206  0.307
C: -2.4045 -2.3952 -2.0345  -0.551
C: -1.3265 -2.8274 -3.0286  0.716
O: -1.0642 -4.1839 -2.6822  -0.540
H: -2.7811 -1.3591 -2.2912  0.018
H: -1.9613 -2.2630 -1.0767  -0.235
H: -3.1602 -3.1376 -2.1474  0.694
H: -0.4395 -2.2297 -2.8153  -0.746
H: -1.5719 -2.7693 -4.1234  0.261
H: -1.9016 -4.5955 -2.6242  0.298
C: 2.9077 -2.6571 -1.6005  0.231
O: 2.5229 -3.2880 -0.4478  -0.701
N: 3.5918 -1.5883 -1.5664  -0.175
N: 2.5355 -2.9574 -2.8015  -0.371
H: 4.1720 -1.3672 -0.7180  0.213
H: 3.9580 -1.1101 -2.4066  0.253
H: 2.1262 -3.8910 -2.8274  0.188
H: 3.2121 -2.8710 -3.5615  0.304
C: 1.9904 -0.4281 -5.3150  0.633
O: 1.5061 0.5728 -6.1011  -0.709
N: 1.3013 -1.0249 -4.4492  0.146
N: 3.2387 -0.9320 -5.3413  -0.384
H: 0.4096 -0.5220 -4.0308  -0.216
H: 1.6781 -1.7631 -3.8116  0.315
H: 3.8617 -0.3960 -6.0842  0.257
H: 3.4660 -1.9190 -5.1756  0.199
C: 6.0922 -1.2647 0.9522  -0.878
O: 4.6710 -1.2042 0.9257  -0.478
H: 6.4399 -1.5090 1.9610  0.313
H: 6.4771 -0.3263 0.7545  0.377
H: 6.5077 -1.9112 0.1531  0.277
H: 4.3908 -0.6726 1.6861  0.174
C: -3.8615 -1.5184 1.9295  0.432
O: -4.7065 -2.3954 2.6181  -0.604
H: -3.3643 -0.8623 2.6382  -0.237
H: -4.5505 -0.9854 1.2874  0.125
H: -2.9536 -1.8540 1.4264  -0.092
H: -5.1435 -2.9534 1.9984  0.352
C: 1.9116 2.3896 2.7306  0.111
O: 2.9523 2.4051 1.8429  -0.437
H: 2.1887 1.8078 3.6864  0.250
H: 1.1319 1.7506 2.3738  -0.382
H: 1.5076 3.4397 2.8112  0.249
H: 2.5230 2.7480 1.1189  0.231
C: 2.0326 -1.7903 2.4185  -0.154
O: 2.4386 -0.4612 2.3927  -0.707
H: 1.1272 -1.8541 3.0488  0.057
H: 2.8383 -2.4708 2.6787  0.358
H: 1.7840 -1.9883 1.4605  -0.041
H: 2.1417 -0.0749 1.6236  0.181
C: 0.4890 3.6777 -0.6461  -0.408
O: 1.5231 2.6926 -0.6614  -0.497
H: -0.1717 3.4350 -1.4849  0.075
H: 0.9183 4.6462 -0.8230  0.393
H: -0.1853 3.7033 0.1448  -0.025
H: 1.2251 1.8514 -0.4471  -0.143
C: -2.9198 2.8854 -2.3677  -0.881
O: -2.4330 1.7517 -1.6825  -0.082
H: -4.0063 2.8419 -2.4785  0.331
H: -2.5798 2.9058 -3.3751  0.356
H: -2.6706 3.8619 -2.0102  0.298
H: -2.8426 1.6749 -0.8078  -0.090
C: -1.1306 4.7689 2.8098  -0.997
O: -1.1572 3.4953 2.3328  -0.432
H: -1.2729 4.7994 3.8351  0.388
H: -2.0494 5.1639 2.3643  0.300
H: -0.2210 5.2257 2.4869  0.263
H: -0.7519 3.0051 3.0584  0.045
C: 4.9891 1.8064 -0.5692  -0.291
O: 4.0983 1.6525 -1.6074  -0.590
H: 5.9521 1.7581 -0.9343  0.455
H: 4.8873 1.0163 0.2160  -0.113
H: 5.0041 2.7802 -0.0332  0.201
H: 3.2843 1.7413 -1.1785  0.144
C: -1.4519 0.8614 -4.6380  -0.908
O: -0.6645 0.8726 -3.5546  -0.177
H: -1.0168 0.3289 -5.5041  0.344
H: -1.5025 1.9503 -4.9112  0.293
H: -2.4493 0.5756 -4.3952  0.269
H: -1.1611 1.3774 -2.8844  0.037

**HOMO-LUMO gap**: 9.22 eV
**ΔE to the lowest compared entry with this formula, charge and spin**: 51.5 kcal per mole
**HOMO energy**: -8.834 eV
**E_LUMO**: 0.01412 Eh
**Calculated total energy**: -61689.299 eV

[4]
Below is a molecular structure, C22H10BrCl5N3O6SV, with properties calculated with ωB97M-V/def2-TZVPD.

Each line ends with the Mulliken charge.
Atoms and positions in Å:
V: 2.3752 0.6008 -1.1903  1.422
Cl: 4.2129 4.7073 4.2136  -0.122
C: 3.7969 4.0239 2.7098  0.558
C: 3.3055 2.7157 2.6672  -0.558
Cl: 3.1024 1.7665 4.0681  -0.144
C: 2.9777 2.2041 1.4282  1.244
Cl: 2.3750 0.5723 1.2278  0.074
C: 3.1110 2.9221 0.2506  -0.026
O: 2.7341 2.3044 -0.8901  -0.790
C: 3.6058 4.2181 0.2877  0.162
Cl: 3.7682 5.0830 -1.1698  -0.136
C: 3.9461 4.7654 1.5285  0.106
Cl: 4.5483 6.3567 1.5957  -0.120
O: -5.0390 1.4858 1.6854  -0.660
S: -6.2205 0.9138 1.0737  1.185
O: -7.1921 1.8637 0.5871  -0.656
O: -6.7328 -0.2768 1.7091  -0.652
C: -5.5558 0.2350 -0.4969  -0.001
N: -6.3568 -0.4468 -1.3290  -0.419
C: -5.8062 -0.9562 -2.4149  -0.368
C: -4.4427 -0.8351 -2.7042  -0.637
C: -3.7132 -0.0998 -1.7903  0.199
N: -4.2697 0.4412 -0.7100  -0.268
C: -2.2627 0.1235 -1.8209  1.303
C: -1.7398 1.0503 -0.9004  -0.639
C: -0.3916 1.2033 -0.7980  -0.327
N: 0.4712 0.4545 -1.5417  0.069
C: -0.0231 -0.4355 -2.4421  -0.434
C: -1.3687 -0.5843 -2.6358  -0.721
H: -6.4615 -1.4976 -3.0881  0.426
H: -4.0229 -1.2859 -3.5928  0.379
H: -2.4326 1.5949 -0.2675  0.618
H: 0.0445 1.9120 -0.1060  0.415
H: 0.7012 -1.0259 -2.9901  0.445
H: -1.7172 -1.3033 -3.3629  0.372
Br: -1.1271 -2.4754 1.5742  -0.119
C: 0.6477 -3.0594 1.3418  -0.220
C: 1.1804 -4.0657 2.1406  -0.413
C: 2.4941 -4.4743 1.9530  -0.571
C: 3.2861 -3.8818 0.9831  -0.846
C: 2.7439 -2.8672 0.1955  0.422
C: 1.4201 -2.4623 0.3655  0.187
C: 3.6238 -2.2636 -0.8057  0.139
O: 4.6557 -2.5566 -1.2606  -0.380
O: 2.9999 -0.9730 -1.3179  -0.616
H: 0.5667 -4.5268 2.9023  0.444
H: 2.9017 -5.2604 2.5731  0.429
H: 4.3110 -4.1918 0.8320  0.481
H: 0.9691 -1.7125 -0.2675  0.765

**HOMO-LUMO gap (spin up / spin down)**: 1.97 / 2.61 eV
**ΔE to the lowest compared entry with this formula, charge and spin**: 0.0 kcal per mole
**Multiplicity**: 2
**Net charge**: +1
**HOMO energy (spin up / spin down)**: -9.395 / -9.395 eV
**E_LUMO (spin up / spin down)**: -0.27282 / -0.24942 Eh
**Calculated total energy**: -208899.247 eV